(1)
{
  "formula": "C26H68N4O10P3S",
  "method": "wB97M-V/def2-TZVPD",
  "charge": 1,
  "mol_weight_g_mol": 721.84,
  "energy_ev": -93195.948,
  "elements": ["O", "P", "N", "C", "N", "P", "S", "N", "C", "N", "P", "O", "O", "O", "H", "H", "H", "H", "H", "H", "H", "H", "C", "C", "O", "C", "C", "H", "H", "H", "H", "H", "H", "H", "H", "H", "H", "C", "C", "O", "C", "C", "H", "H", "H", "H", "H", "H", "H", "H", "H", "H", "C", "C", "O", "C", "C", "H", "H", "H", "H", "H", "H", "H", "H", "H", "H", "C", "C", "O", "C", "C", "H", "H", "H", "H", "H", "H", "H", "H", "H", "H", "C", "C", "O", "C", "C", "H", "H", "H", "H", "H", "H", "H", "H", "H", "H", "C", "C", "O", "C", "C", "H", "H", "H", "H", "H", "H", "H", "H", "H", "H"],
  "positions_angstrom": [[9.194, -5.085, 2.367], [8.919, -3.740, 2.885], [8.378, -2.702, 1.552], [7.205, -2.588, 0.874], [6.085, -3.266, 1.097], [5.688, -4.471, 2.270], [5.193, -3.782, 3.985], [7.298, -1.667, -0.101], [8.522, -1.228, -0.049], [9.248, -1.796, 0.926], [10.928, -1.458, 1.299], [11.109, -1.243, 2.721], [11.718, -2.634, 0.632], [11.197, -0.232, 0.353], [10.010, -3.010, 3.350], [7.859, -3.593, 3.784], [5.321, -3.014, 0.468], [6.724, -5.413, 2.263], [4.637, -5.080, 1.586], [8.907, -0.490, -0.736], [11.204, -3.315, 0.179], [10.849, 0.589, 0.743], [4.441, -4.258, -3.104], [4.196, -4.650, -1.659], [3.369, -3.778, -0.910], [2.037, -3.599, -1.390], [1.220, -4.873, -1.448], [4.832, -3.241, -3.168], [5.161, -4.939, -3.556], [3.527, -4.302, -3.696], [5.148, -4.630, -1.119], [3.828, -5.680, -1.609], [2.052, -3.105, -2.366], [1.575, -2.902, -0.693], [1.626, -5.593, -2.161], [0.203, -4.632, -1.757], [1.185, -5.354, -0.469], [-1.053, -0.687, -4.112], [-1.608, -1.990, -3.563], [-1.372, -2.183, -2.179], [-1.924, -1.206, -1.311], [-3.433, -1.074, -1.391], [0.017, -0.612, -3.913], [-1.211, -0.643, -5.190], [-1.540, 0.183, -3.672], [-1.118, -2.833, -4.052], [-2.677, -2.074, -3.786], [-1.449, -0.232, -1.480], [-1.636, -1.526, -0.309], [-3.762, -0.722, -2.370], [-3.784, -0.352, -0.653], [-3.916, -2.034, -1.203], [-7.023, 4.277, -0.480], [-6.847, 2.776, -0.631], [-5.505, 2.333, -0.501], [-4.879, 2.601, 0.737], [-5.568, 1.961, 1.931], [-6.396, 4.809, -1.196], [-8.064, 4.546, -0.658], [-6.758, 4.625, 0.520], [-7.154, 2.475, -1.632], [-7.494, 2.236, 0.068], [-4.772, 3.682, 0.886], [-3.868, 2.196, 0.650], [-6.573, 2.355, 2.083], [-4.996, 2.153, 2.840], [-5.651, 0.882, 1.788], [-10.922, -1.214, 0.070], [-10.614, -0.596, -1.283], [-9.320, -0.028, -1.381], [-8.234, -0.915, -1.182], [-8.182, -2.063, -2.175], [-10.786, -0.480, 0.865], [-11.954, -1.565, 0.091], [-10.279, -2.069, 0.287], [-11.298, 0.231, -1.472], [-10.775, -1.328, -2.083], [-8.233, -1.296, -0.153], [-7.340, -0.299, -1.289], [-9.043, -2.726, -2.083], [-7.286, -2.661, -2.004], [-8.160, -1.683, -3.197], [5.306, 1.063, 0.809], [4.309, 0.134, 1.484], [4.391, 0.113, 2.893], [4.160, 1.352, 3.550], [2.790, 1.948, 3.281], [6.325, 0.818, 1.118], [5.234, 0.962, -0.275], [5.126, 2.109, 1.055], [4.502, -0.897, 1.179], [3.292, 0.369, 1.153], [4.948, 2.072, 3.299], [4.263, 1.128, 4.611], [2.655, 2.216, 2.233], [2.659, 2.855, 3.871], [2.006, 1.240, 3.551], [-1.894, 5.019, -0.031], [-2.526, 5.608, 1.220], [-1.627, 6.345, 2.027], [-1.027, 7.474, 1.417], [-2.015, 8.528, 0.947], [-1.040, 4.395, 0.234], [-2.622, 4.408, -0.567], [-1.546, 5.793, -0.716], [-2.883, 4.800, 1.859], [-3.401, 6.216, 0.962], [-0.378, 7.165, 0.588], [-0.378, 7.895, 2.184], [-2.665, 8.157, 0.154], [-1.477, 9.392, 0.557], [-2.646, 8.854, 1.774]],
  "atomic_forces_ev_per_a": [[-0.1, 0.0, 0.0], [0.3, -0.9, 0.0], [0.4, 0.6, 0.2], [0.0, 0.1, 0.2], [0.2, -0.4, -0.4], [-1.1, 0.1, 1.0], [0.3, 0.0, 0.0], [-0.3, -0.1, -0.2], [-0.2, 0.0, -0.2], [-0.2, 0.0, -0.2], [0.7, 0.0, 0.2], [-0.2, -0.1, 0.0], [-0.4, 0.1, 0.1], [-0.6, -0.1, 0.0], [-0.1, 0.3, 0.0], [-0.1, 0.2, 0.0], [0.0, 0.0, 0.0], [0.2, 0.2, -0.4], [0.1, 0.0, -0.4], [0.2, 0.0, 0.1], [0.2, 0.0, -0.1], [0.4, 0.0, -0.1], [-0.2, 0.2, 0.0], [0.2, -0.2, 0.0], [0.3, 0.2, 0.2], [-0.3, 0.1, -0.1], [0.1, -0.1, 0.0], [0.0, 0.0, 0.0], [0.0, 0.0, 0.0], [0.0, 0.0, 0.0], [0.0, -0.1, -0.1], [-0.1, 0.0, 0.0], [0.0, 0.0, 0.0], [0.1, 0.0, 0.0], [0.0, 0.0, 0.0], [0.0, 0.0, 0.0], [0.0, 0.0, 0.0], [0.0, 0.0, 0.1], [-0.1, 0.0, -0.1], [0.1, -0.1, 0.0], [0.0, 0.1, 0.1], [0.0, -0.1, -0.1], [0.0, 0.0, 0.0], [0.0, 0.0, 0.0], [0.0, 0.0, 0.0], [0.0, 0.0, 0.0], [0.0, 0.0, 0.0], [0.0, 0.0, 0.0], [0.0, 0.0, 0.0], [0.0, 0.1, 0.0], [0.0, 0.0, 0.0], [0.0, 0.0, 0.0], [0.1, 0.0, 0.1], [-0.2, 0.0, 0.0], [0.2, -0.1, -0.2], [0.0, 0.0, 0.1], [-0.1, 0.0, 0.0], [0.0, 0.0, 0.0], [0.0, 0.0, 0.0], [-0.1, 0.0, 0.0], [0.0, -0.1, 0.0], [0.0, 0.0, 0.0], [-0.1, 0.0, 0.0], [0.0, 0.0, -0.1], [0.0, 0.0, 0.0], [0.0, 0.0, 0.0], [0.0, 0.0, 0.0], [0.1, 0.0, 0.0], [-0.1, -0.1, 0.0], [0.1, 0.1, 0.0], [0.1, 0.0, 0.0], [-0.1, 0.0, 0.0], [0.0, 0.0, 0.0], [0.0, 0.0, 0.0], [0.0, 0.0, 0.0], [0.0, 0.0, 0.0], [0.0, 0.0, 0.0], [0.0, 0.0, 0.0], [0.0, 0.0, 0.0], [0.0, 0.0, 0.0], [0.0, 0.0, 0.0], [0.0, 0.0, 0.0], [0.0, 0.0, 0.1], [0.0, 0.0, -0.1], [0.1, -0.1, 0.0], [0.0, 0.1, 0.0], [0.0, -0.1, -0.1], [0.0, 0.0, 0.0], [0.0, 0.0, 0.0], [0.0, 0.0, 0.0], [0.0, 0.0, 0.0], [0.0, 0.0, 0.0], [0.0, 0.0, 0.0], [0.0, 0.0, 0.0], [0.0, 0.1, 0.0], [0.0, 0.0, 0.0], [0.0, 0.0, 0.0], [0.0, 0.1, 0.0], [-0.1, -0.1, -0.1], [0.0, 0.0, 0.1], [0.0, 0.1, 0.0], [-0.1, -0.1, 0.0], [0.0, 0.0, 0.0], [0.0, 0.0, 0.0], [0.0, 0.0, 0.0], [0.0, 0.0, 0.1], [0.0, 0.0, 0.0], [0.0, 0.0, 0.0], [0.0, 0.0, 0.0], [0.0, 0.0, 0.0], [0.0, 0.0, 0.0], [0.0, 0.0, 0.0]],
  "lowdin_charge": [-0.38, 0.76, -0.06, -0.39, -0.07, 0.33, 0.24, 0.20, -0.10, -0.07, 0.39, -0.22, -0.04, -0.06, 0.02, -0.03, 0.10, -0.02, 0.00, 0.15, 0.11, 0.12, -0.07, -0.30, -0.20, -0.26, -0.06, 0.08, 0.08, 0.07, 0.09, 0.11, 0.11, 0.12, 0.07, 0.08, 0.08, -0.08, -0.28, -0.18, -0.28, -0.07, 0.08, 0.08, 0.07, 0.12, 0.11, 0.11, 0.12, 0.07, 0.07, 0.08, -0.07, -0.28, -0.17, -0.30, -0.07, 0.08, 0.08, 0.07, 0.12, 0.11, 0.09, 0.11, 0.07, 0.08, 0.08, -0.08, -0.28, -0.17, -0.28, -0.08, 0.08, 0.08, 0.07, 0.12, 0.11, 0.11, 0.11, 0.07, 0.07, 0.08, -0.08, -0.28, -0.17, -0.27, -0.07, 0.06, 0.08, 0.07, 0.09, 0.11, 0.11, 0.12, 0.07, 0.08, 0.08, -0.07, -0.29, -0.16, -0.28, -0.08, 0.08, 0.07, 0.07, 0.11, 0.11, 0.11, 0.12, 0.07, 0.08, 0.08]
}

***

(2)
{
  "formula": "C5H7N",
  "method": "wB97M-V/def2-TZVPD",
  "relative_energy_kcal_mol": 116.5,
  "charge": 0,
  "mol_weight_g_mol": 81.12,
  "energy_ev": -6783.461,
  "elements": ["C", "N", "C", "C", "C", "C", "H", "H", "H", "H", "H", "H", "H"],
  "positions_angstrom": [[-2.169, 0.636, -0.162], [-0.824, 0.165, 0.046], [1.184, -2.141, 0.454], [1.607, -0.898, 0.227], [1.531, 0.373, -0.186], [0.161, 0.878, -0.325], [-2.667, 0.741, 0.809], [-2.723, -0.128, -0.721], [-2.241, 1.593, -0.704], [1.159, -2.438, 1.511], [2.546, -1.641, 0.231], [2.397, 0.986, -0.402], [0.039, 1.875, -0.779]],
  "atomic_forces_ev_per_a": [[-0.2, 0.1, 0.0], [0.3, 0.2, -0.1], [0.1, 0.4, 0.0], [-0.3, -0.2, -0.1], [0.0, -0.1, 0.1], [-0.2, -0.2, 0.1], [0.0, 0.0, -0.1], [0.0, 0.2, 0.1], [0.1, -0.1, 0.1], [0.1, 0.0, -0.1], [0.2, 0.0, 0.1], [-0.2, -0.1, 0.0], [0.0, -0.2, 0.1]],
  "lowdin_charge": [-0.15, -0.03, 0.12, -0.27, -0.10, -0.20, 0.07, 0.07, 0.07, 0.05, 0.16, 0.09, 0.12]
}

***

Number 1: HOMO-LUMO gap 0.25232 Eh, HOMO level -10.6 eV. Number 2: HOMO-LUMO gap 0.32160 Eh, HOMO level -8.1 eV.